(1)
ClFH2Si | ωB97M-V with the def2-TZVPD basis set

CARTESIAN COORDINATES (ANGSTROEM)
F  0.984  1.037  0.562
Si  0.068  -0.069  -0.192
Cl  0.628  -1.857  0.361
H  -0.130  0.314  -1.472
H  -1.550  0.576  0.741

- molar mass (g/mol) = 84.55
- 2S+1 = 1
- LUMO (eV) = 0.678
- HOMO-LUMO gap (eV) = 10.85
- HOMO level (eV) = -10.17


(2)
ClFH2Si | ωB97M-V with the def2-TZVPD basis set

CARTESIAN COORDINATES (ANGSTROEM)
F  0.926  0.221  0.272
Si  1.656  -1.208  0.023
Cl  -1.932  0.674  0.331
H  0.855  -1.422  -1.337
H  -1.505  1.735  0.711

- molar mass (g/mol) = 84.55
- 2S+1 = 1
- LUMO (eV) = -0.689
- HOMO-LUMO gap (eV) = 8.47
- HOMO level (eV) = -9.16


If we sort the structures by their calculated energies, the order from most to least stable is (1), (2).


(1)
C6H11NOS | ωB97M-V with the def2-TZVPD basis set

CARTESIAN COORDINATES (ANGSTROEM)
N  0.101  -1.689  1.465
S  0.191  -1.075  -0.203
O  1.060  -1.950  -1.010
C  -1.410  -1.269  -0.651
C  -2.260  -0.501  -1.644
C  -2.373  -0.185  -0.229
C  1.345  0.642  0.545
C  2.359  0.782  -0.578
C  1.197  1.683  -0.478
H  0.260  -2.634  1.575
H  -0.799  -1.436  1.907
H  -1.875  0.258  -2.311
H  -3.088  -1.148  -2.186
H  -3.250  -0.541  0.372
H  -1.915  0.914  -0.003
H  1.706  0.683  1.592
H  2.288  -0.016  -1.280
H  3.351  1.316  -0.407
H  1.298  2.781  -0.196
H  0.420  1.505  -1.161

- molar mass (g/mol) = 145.23
- 2S+1 = 1
- LUMO (alpha / beta) (eV) = -0.016 / -0.016
- HOMO-LUMO gap (alpha / beta) (eV) = 8.08 / 8.08
- SMILES = N[S@@](=O)(=C1CC1)C1CC1
- HOMO level (alpha / beta) (eV) = -8.10 / -8.10


(2)
C6H11NOS | ωB97M-V with the def2-TZVPD basis set

CARTESIAN COORDINATES (ANGSTROEM)
C  0.475  -0.060  0.111
C  -0.829  0.231  0.179
C  1.078  1.838  -0.948
C  -2.478  -1.357  -0.633
C  2.628  0.764  0.706
C  -1.814  -0.758  0.583
N  1.491  0.841  -0.109
O  -2.464  2.062  0.811
S  -1.470  1.746  -0.252
H  0.754  -1.073  0.448
H  1.523  2.906  -0.987
H  0.276  1.667  -1.714
H  -2.151  -0.750  -1.445
H  -3.527  -1.226  -0.585
H  -2.130  -2.501  -0.798
H  2.274  0.186  1.496
H  3.610  0.345  0.379
H  2.773  1.718  1.095
H  -1.240  -1.503  1.195
H  -2.421  -0.233  1.367

- molar mass (g/mol) = 145.23
- 2S+1 = 1
- LUMO (alpha / beta) (eV) = 0.003 / 0.002
- HOMO-LUMO gap (alpha / beta) (eV) = 7.25 / 7.25
- HOMO level (alpha / beta) (eV) = -7.25 / -7.25


If we sort the structures by their calculated energies, the order from most to least stable is (2), (1).


(1)
C22H28N2O5S2 | ωB97M-V with the def2-TZVPD basis set

CARTESIAN COORDINATES (ANGSTROEM)
C  -0.873  6.334  2.151
C  -0.253  5.571  3.319
O  -0.493  4.179  3.250
C  0.240  3.402  2.408
C  -0.103  2.048  2.390
C  0.569  1.156  1.584
C  1.618  1.594  0.777
N  2.328  0.675  -0.018
C  2.481  0.856  -1.439
C  1.294  0.294  -2.231
O  1.432  -0.394  -3.222
N  0.092  0.688  -1.757
C  -1.137  0.093  -2.225
C  -1.449  -1.183  -1.422
C  -2.836  -1.764  -1.727
C  -3.691  -1.187  -0.601
C  -2.688  -1.160  0.548
O  -1.429  -0.868  -0.033
S  3.042  -0.662  0.684
O  3.040  -0.455  2.100
O  4.290  -0.872  0.010
C  1.961  -2.027  0.279
C  2.068  -2.622  -0.962
C  1.208  -3.649  -1.310
C  0.244  -4.075  -0.402
S  -0.956  -5.315  -0.756
C  -0.569  -5.837  -2.452
C  0.177  -3.497  0.867
C  1.035  -2.472  1.205
C  1.966  2.938  0.799
C  1.281  3.839  1.595
H  -1.943  6.145  2.116
H  -0.707  7.399  2.281
H  -0.438  6.020  1.205
H  0.821  5.776  3.395
H  -0.728  5.880  4.254
H  -0.910  1.719  3.026
H  0.281  0.118  1.563
H  3.390  0.332  -1.741
H  2.591  1.917  -1.683
H  0.055  1.088  -0.830
H  -1.007  -0.160  -3.279
H  -1.941  0.823  -2.108
H  -0.648  -1.903  -1.622
H  -3.184  -1.482  -2.718
H  -2.808  -2.851  -1.655
H  -4.563  -1.794  -0.375
H  -4.016  -0.175  -0.846
H  -2.642  -2.141  1.041
H  -2.898  -0.394  1.297
H  2.820  -2.281  -1.654
H  1.294  -4.092  -2.288
H  0.430  -6.262  -2.489
H  -1.302  -6.599  -2.697
H  -0.668  -4.997  -3.133
H  -0.556  -3.860  1.572
H  1.012  -2.017  2.182
H  2.788  3.288  0.192
H  1.589  4.872  1.583

- molar mass (g/mol) = 464.61
- 2S+1 = 1
- LUMO (eV) = 0.564
- HOMO-LUMO gap (eV) = 8.75
- SMILES = CCOc1ccc(N(CC(=O)NC[C@@H]2CCCO2)S(=O)(=O)c2ccc(SC)cc2)cc1
- HOMO level (eV) = -8.19


(2)
C22H28N2O5S2 | ωB97M-V with the def2-TZVPD basis set

CARTESIAN COORDINATES (ANGSTROEM)
C  3.319  2.991  3.103
C  2.496  4.275  3.052
O  2.006  4.550  1.756
C  1.074  3.719  1.207
C  0.278  2.823  1.911
C  -0.608  1.995  1.244
C  -0.722  2.056  -0.138
N  -1.502  1.168  -0.892
C  -2.691  0.538  -0.373
C  -2.444  -0.829  0.277
O  -1.518  -1.026  1.044
N  -3.389  -1.742  0.016
C  -3.347  -3.097  0.511
C  -3.427  -4.090  -0.653
C  -2.223  -4.022  -1.616
C  -2.847  -3.696  -2.977
C  -4.314  -4.069  -2.766
O  -4.587  -3.774  -1.413
S  -0.609  0.262  -2.007
O  -0.567  0.968  -3.254
O  -1.208  -1.046  -2.030
C  1.040  0.228  -1.316
C  2.057  0.898  -1.974
C  3.304  0.978  -1.390
C  3.532  0.390  -0.144
S  5.144  0.600  0.529
C  5.124  -0.387  2.054
C  2.508  -0.299  0.495
C  1.258  -0.377  -0.095
C  0.033  2.995  -0.841
C  0.922  3.810  -0.178
H  4.137  3.050  2.389
H  3.726  2.854  4.101
H  2.700  2.134  2.847
H  1.677  4.241  3.783
H  3.128  5.135  3.288
H  0.345  2.743  2.985
H  -1.178  1.269  1.802
H  -3.389  0.430  -1.208
H  -3.131  1.204  0.375
H  -4.062  -1.597  -0.722
H  -4.202  -3.260  1.177
H  -2.419  -3.229  1.070
H  -3.533  -5.105  -0.239
H  -1.530  -3.236  -1.326
H  -1.695  -4.975  -1.632
H  -2.396  -4.253  -3.794
H  -2.740  -2.630  -3.174
H  -4.471  -5.143  -2.953
H  -5.012  -3.496  -3.377
H  1.851  1.351  -2.929
H  4.110  1.503  -1.880
H  4.890  -1.421  1.821
H  6.129  -0.318  2.458
H  4.415  0.032  2.762
H  2.662  -0.767  1.453
H  0.449  -0.885  0.406
H  -0.077  3.049  -1.912
H  1.524  4.526  -0.713

- molar mass (g/mol) = 464.61
- 2S+1 = 1
- LUMO (eV) = 0.572
- HOMO-LUMO gap (eV) = 8.59
- SMILES = CCOc1ccc(N(CC(=O)NC[C@@H]2CCCO2)S(=O)(=O)c2ccc(SC)cc2)cc1
- HOMO level (eV) = -8.02


If we sort the structures by their calculated energies, the order from most to least stable is (1), (2).


(1)
C40H37GeN2O7PY | ωB97M-V with the def2-TZVPD basis set

CARTESIAN COORDINATES (ANGSTROEM)
Y  -0.089  1.605  0.120
O  -4.004  3.814  1.447
C  -3.382  2.946  0.854
O  -2.109  2.907  0.668
C  -4.121  1.721  0.275
P  -2.959  0.313  0.549
C  -2.809  0.355  2.389
C  -3.674  1.065  3.219
C  -3.501  1.043  4.597
C  -2.480  0.298  5.167
C  -1.631  -0.434  4.350
C  -1.789  -0.403  2.971
C  -4.072  -1.136  0.397
C  -5.006  -1.176  -0.638
C  -5.788  -2.301  -0.847
C  -5.639  -3.412  -0.030
C  -4.705  -3.390  0.995
C  -3.924  -2.263  1.205
H  -4.237  1.868  -0.801
H  -5.105  1.578  0.717
H  -4.484  1.653  2.808
H  -4.175  1.613  5.226
H  -2.351  0.288  6.244
H  -0.833  -1.031  4.777
H  -1.114  -0.956  2.321
H  -5.123  -0.316  -1.286
H  -6.502  -2.317  -1.662
H  -6.242  -4.297  -0.195
H  -4.581  -4.252  1.639
H  -3.191  -2.259  2.000
C  3.823  -0.183  1.744
C  3.766  1.186  1.164
N  2.703  1.814  0.710
C  3.137  3.027  0.240
C  4.492  3.136  0.424
N  4.863  1.960  1.017
C  5.528  4.158  0.157
O  5.133  5.243  -0.449
O  6.677  3.947  0.501
C  2.216  3.974  -0.461
O  2.696  5.049  -0.877
O  1.022  3.605  -0.609
H  3.187  -0.255  2.626
H  4.848  -0.430  2.020
H  3.464  -0.912  1.017
H  5.819  1.754  1.259
H  4.117  5.195  -0.631
C  0.411  2.882  3.777
O  -0.200  2.540  2.541
H  -0.066  2.351  4.602
H  0.365  3.958  3.954
H  1.455  2.579  3.708
H  -1.069  2.961  2.457
C  0.414  -0.579  0.536
Ge  0.893  -1.029  -1.247
C  1.613  -2.889  -1.412
C  1.743  -3.674  -0.271
C  2.277  -4.955  -0.339
C  2.689  -5.471  -1.560
C  2.547  -4.708  -2.711
C  2.014  -3.429  -2.634
C  -0.777  -1.112  -2.331
C  -1.549  -2.266  -2.186
C  -2.725  -2.442  -2.897
C  -3.176  -1.445  -3.753
C  -2.445  -0.276  -3.887
C  -1.254  -0.118  -3.186
C  2.276  0.068  -2.216
C  1.982  1.358  -2.660
C  2.973  2.240  -3.066
C  4.303  1.847  -3.024
C  4.621  0.566  -2.591
C  3.619  -0.310  -2.197
H  1.327  -0.563  1.154
H  1.407  -3.261  0.676
H  2.370  -5.555  0.560
H  3.120  -6.464  -1.616
H  2.849  -5.113  -3.671
H  1.905  -2.830  -3.534
H  -1.203  -3.036  -1.504
H  -3.298  -3.354  -2.776
H  -4.095  -1.581  -4.312
H  -2.793  0.511  -4.546
H  -0.680  0.788  -3.349
H  0.950  1.703  -2.695
H  2.711  3.240  -3.390
H  5.085  2.534  -3.321
H  5.658  0.252  -2.555
H  3.882  -1.308  -1.859

- molar mass (g/mol) = 850.23
- 2S+1 = 1
- LUMO (eV) = 2.392
- HOMO-LUMO gap (eV) = 6.06
- net charge = -1
- HOMO level (eV) = -3.67


(2)
C40H37GeN2O7PY | ωB97M-V with the def2-TZVPD basis set

CARTESIAN COORDINATES (ANGSTROEM)
Y  0.159  0.531  0.021
O  -0.363  -3.645  -0.732
C  -0.710  -2.654  -0.094
O  -0.800  -1.454  -0.538
C  -1.092  -2.826  1.395
P  -0.368  -1.471  2.402
C  1.346  -2.028  2.649
C  1.930  -3.005  1.848
C  3.299  -3.248  1.922
C  4.093  -2.524  2.796
C  3.515  -1.551  3.605
C  2.156  -1.302  3.526
C  -1.161  -1.602  4.032
C  -2.151  -0.675  4.350
C  -2.809  -0.741  5.573
C  -2.471  -1.726  6.489
C  -1.475  -2.647  6.185
C  -0.825  -2.587  4.962
H  -0.803  -3.814  1.747
H  -2.179  -2.754  1.471
H  1.343  -3.572  1.135
H  3.738  -4.001  1.278
H  5.162  -2.699  2.836
H  4.133  -0.959  4.270
H  1.731  -0.503  4.124
H  -2.396  0.108  3.640
H  -3.576  -0.013  5.810
H  -2.977  -1.774  7.445
H  -1.205  -3.413  6.902
H  -0.040  -3.297  4.726
C  1.593  -1.917  -2.912
C  2.501  -1.223  -1.966
N  2.132  -0.566  -0.876
C  3.273  -0.039  -0.319
C  4.353  -0.384  -1.078
N  3.836  -1.143  -2.104
C  5.812  -0.159  -0.998
O  6.242  0.553  0.017
O  6.544  -0.621  -1.849
C  3.144  0.788  0.926
O  4.167  1.277  1.432
O  1.951  0.917  1.328
H  0.849  -2.484  -2.358
H  2.155  -2.585  -3.566
H  1.090  -1.172  -3.535
H  4.400  -1.534  -2.838
H  5.466  0.851  0.612
C  -3.355  0.251  0.551
O  -2.096  0.916  0.614
H  -3.842  0.432  -0.404
H  -4.006  0.587  1.362
H  -3.171  -0.816  0.647
H  -2.073  1.761  0.122
C  -0.215  2.638  -0.627
Ge  -0.877  2.843  -2.346
C  -2.733  2.218  -2.775
C  -3.024  0.858  -2.915
C  -4.321  0.399  -3.118
C  -5.377  1.302  -3.167
C  -5.117  2.658  -3.009
C  -3.813  3.103  -2.820
C  0.311  1.772  -3.561
C  -0.054  1.184  -4.777
C  0.895  0.696  -5.667
C  2.250  0.792  -5.367
C  2.641  1.375  -4.169
C  1.681  1.853  -3.283
C  -0.809  4.605  -3.270
C  -1.355  4.825  -4.535
C  -1.255  6.062  -5.158
C  -0.605  7.111  -4.518
C  -0.057  6.912  -3.258
C  -0.161  5.668  -2.644
H  -0.732  3.332  0.062
H  -2.226  0.124  -2.837
H  -4.505  -0.665  -3.227
H  -6.391  0.953  -3.323
H  -5.931  3.376  -3.038
H  -3.636  4.171  -2.714
H  -1.103  1.126  -5.055
H  0.579  0.251  -6.605
H  2.992  0.427  -6.070
H  3.693  1.474  -3.927
H  1.993  2.333  -2.359
H  -1.869  4.015  -5.049
H  -1.684  6.209  -6.144
H  -0.526  8.079  -5.001
H  0.454  7.725  -2.753
H  0.276  5.506  -1.659

- molar mass (g/mol) = 850.23
- 2S+1 = 1
- LUMO (eV) = 2.327
- HOMO-LUMO gap (eV) = 5.79
- net charge = -1
- HOMO level (eV) = -3.47


If we sort the structures by their calculated energies, the order from most to least stable is (2), (1).


(1)
C2H10NSi | ωB97M-V with the def2-TZVPD basis set

CARTESIAN COORDINATES (ANGSTROEM)
C  0.329  -1.124  -0.996
C  0.362  -0.259  0.321
N  1.038  1.010  -0.019
Si  -1.469  0.192  1.004
H  -0.335  -0.528  -1.610
H  1.280  -1.413  -1.366
H  -0.224  -2.021  -0.777
H  0.897  -0.846  0.925
H  0.962  1.756  0.650
H  0.581  1.418  -0.904
H  1.977  0.726  -0.224
H  -1.727  1.145  -0.148
H  -1.379  1.082  2.144
H  -2.290  -1.139  0.999

- molar mass (g/mol) = 76.19
- 2S+1 = 1
- LUMO (eV) = -3.748
- HOMO-LUMO gap (eV) = 11.94
- SMILES = C[C@@H]([NH3+])[SiH3]
- net charge = +1
- HOMO level (eV) = -15.68


(2)
C2H10NSi | ωB97M-V with the def2-TZVPD basis set

CARTESIAN COORDINATES (ANGSTROEM)
C  -0.658  1.292  0.389
C  -0.251  -0.160  0.518
N  -1.040  -1.015  -0.373
Si  1.889  -0.301  -0.285
H  -1.764  1.450  0.081
H  -0.586  1.767  1.304
H  -0.027  1.758  -0.279
H  -0.104  -0.585  1.569
H  -0.471  -1.881  -0.463
H  -1.237  -0.494  -1.273
H  -2.007  -1.288  -0.077
H  2.299  -1.374  0.633
H  1.974  1.172  0.078
H  1.983  -0.343  -1.824

- molar mass (g/mol) = 76.19
- 2S+1 = 1
- LUMO (eV) = -3.964
- HOMO-LUMO gap (eV) = 10.11
- SMILES = C[C@@H]([NH3+])[SiH3]
- net charge = +1
- HOMO level (eV) = -14.08


If we sort the structures by their calculated energies, the order from most to least stable is (1), (2).


(1)
C2H2Cl2S | ωB97M-V with the def2-TZVPD basis set

CARTESIAN COORDINATES (ANGSTROEM)
C  -1.581  0.966  -0.421
C  1.294  -0.880  0.212
S  -0.423  -0.489  -0.014
Cl  1.926  -2.535  0.015
Cl  2.615  0.220  0.422
H  -2.481  0.656  0.122
H  -1.351  2.062  -0.336

- molar mass (g/mol) = 129.01
- 2S+1 = 1
- LUMO (alpha / beta) (eV) = -0.802 / -0.673
- HOMO-LUMO gap (alpha / beta) (eV) = 7.33 / 8.13
- HOMO level (alpha / beta) (eV) = -8.13 / -8.80


(2)
C2H2Cl2S | ωB97M-V with the def2-TZVPD basis set

CARTESIAN COORDINATES (ANGSTROEM)
C  -1.143  0.395  0.527
C  0.607  -0.514  -0.547
S  -1.204  1.975  0.437
Cl  1.839  0.683  -0.737
Cl  1.097  -1.594  0.665
H  -1.679  -0.121  1.279
H  0.484  -0.824  -1.624

- molar mass (g/mol) = 129.01
- 2S+1 = 1
- LUMO (eV) = -0.644
- HOMO-LUMO gap (eV) = 7.89
- HOMO level (eV) = -8.54


If we sort the structures by their calculated energies, the order from most to least stable is (2), (1).